Here is C3H4CoO3 as an isolated structure from the OMol25 dataset. Energies are from wB97M-V/def2-TZVPD.

```
11
Properties=species:S:1:pos:R:3:forces:R:3
H 1.976268 -1.534721 -1.115622 -0.029 0.384 0.084
H 1.473171 -0.106206 -2.160079 -0.495 -0.013 0.587
C 1.080659 0.062396 0.128497 3.821 -0.826 -0.805
O 0.967436 -0.686353 1.279532 -0.293 1.145 -1.194
C -2.905460 0.137152 -0.345062 -0.652 -0.753 0.496
C 1.666384 -0.480423 -1.145762 0.286 -0.170 -0.600
Co -0.491207 0.485180 1.161680 -0.179 0.253 0.921
O 2.426536 0.410279 -0.331921 -2.187 -0.710 1.258
O -2.314929 0.409391 0.696237 -0.698 0.201 -0.733
H -2.563584 -0.700784 -0.977979 0.052 0.449 -0.023
H -3.867029 0.626410 -0.571900 0.375 0.041 0.010
```
Forces are in eV/Å.

Results
Orbital gap (spin up / spin down) (Ha): 0.28619 / 0.28472
Spin multiplicity: 5
Net charge: +1

---

Here is a 2-piece molecular cluster, C2H8O2PS4 overall from the OMol25 dataset. Energies are from wB97M-V/def2-TZVPD.

```
17
Properties=species:S:1:pos:R:3:forces:R:3
C -0.713061 0.942776 1.215994 0.318 -1.008 1.923
O 0.690274 -0.536944 -2.319970 0.055 -0.443 -2.704
H 0.402730 -0.836284 -3.242384 0.277 0.935 1.876
P 0.308116 -0.083875 0.099454 0.627 1.575 -0.485
H -2.754925 -2.146146 1.410398 -0.337 0.283 -0.643
C -0.124294 0.344669 -1.658433 -2.796 -1.305 2.493
O -0.439641 2.296343 0.897786 -1.005 0.341 1.819
H 4.394091 -1.121719 0.687121 1.401 0.967 1.089
H -0.951028 2.858665 1.565416 1.121 -0.928 -1.397
S 0.247854 -2.045814 0.561690 -2.045 0.281 -0.414
H -1.795533 0.700499 1.171301 0.658 -0.026 -0.342
S 2.324698 0.592649 0.276293 -0.431 0.468 0.324
H -1.218128 0.022948 -1.491997 0.890 -0.144 -0.984
S -2.914079 -1.624202 0.147511 2.401 -0.759 0.985
H -0.293618 1.415621 -1.831535 1.215 -0.055 -0.407
H -0.359771 0.494486 2.266912 -0.519 1.485 -1.755
S 3.196322 -1.273677 0.244437 -1.831 -1.669 -1.379
```
Forces are in eV/Å.

Results
Orbital gap (spin up / spin down) (Ha): 0.16284 / 0.16259
Net charge: +1